[1]
Below is C16H37BrN5O4P3Pd as an isolated structure, with properties calculated with the ωB97M-V functional and the def2-TZVPD basis.

Structure (ORCA input):
```
! wB97M-V def2-TZVPD RIJCOSX def2/J DEFGRID3
* xyz 4 5
Pd 0.53 0.32 -0.01
O 6.52 -1.28 0.17
C 5.33 -0.75 0.05
C 5.07 0.62 -0.08
C 3.77 1.05 -0.16
N 2.73 0.19 -0.13
C 3.02 -1.10 -0.01
Br 1.40 -2.11 0.00
C 4.25 -1.66 0.08
H 7.26 -0.65 0.14
H 5.87 1.34 -0.12
H 3.53 2.11 -0.24
H 4.42 -2.72 0.17
C 0.71 1.99 -2.34
N 0.05 3.14 -1.82
C -0.99 3.76 -2.68
P 0.30 3.56 -0.26
O 0.92 2.45 0.56
O -1.27 3.75 0.29
P -2.11 2.54 0.82
O -1.67 1.22 0.31
N -3.66 2.95 0.35
C -4.18 4.32 0.52
C -4.66 1.90 0.10
N -2.09 2.71 2.46
C -2.29 1.54 3.33
C -2.30 4.02 3.10
N 1.00 4.96 -0.07
C 0.84 6.11 -1.00
C 1.93 5.20 1.07
H 0.65 1.97 -3.42
H 0.16 1.01 -2.02
H 1.74 1.93 -2.05
H -0.54 4.22 -3.56
H -1.54 4.52 -2.14
H -1.70 3.00 -3.02
H -3.38 5.05 0.51
H -4.74 4.39 1.46
H -4.88 4.52 -0.28
H -4.17 0.96 -0.13
H -5.28 2.22 -0.74
H -5.33 1.79 0.96
H -1.88 0.65 2.87
H -3.36 1.39 3.54
H -1.79 1.73 4.28
H -2.11 4.84 2.41
H -1.62 4.10 3.95
H -3.32 4.09 3.49
H 0.28 5.83 -1.89
H 1.82 6.46 -1.31
H 0.33 6.93 -0.50
H 1.96 4.36 1.75
H 1.62 6.09 1.62
H 2.94 5.39 0.69
C -4.13 -2.73 -0.52
P -2.36 -2.61 -0.32
C -1.56 -4.08 -0.96
C -1.97 -2.28 1.41
H -4.46 -3.65 -0.02
H -4.39 -2.80 -1.58
H -4.64 -1.88 -0.07
H -2.27 -4.64 -1.56
H -1.20 -4.69 -0.12
H -0.70 -3.83 -1.59
H -1.50 -3.17 1.84
H -2.89 -2.07 1.94
H -1.28 -1.44 1.55
*
```

Calculated values
ΔE to the lowest compared entry with this formula, charge and spin   0.0 kcal per mole

Here is what Löwdin gives for the atomic charges, in e: Pd 0.920; O 0.190; C -0.256; C 0.066; C -0.077; N -0.097; C -0.658; Br 0.926; C 0.033; H 0.166; H 0.148; H 0.124; H 0.155; C -0.083; N -0.276; C -0.042; P 0.534; O -0.348; O -0.240; P 0.471; O -0.329; N -0.159; C -0.008; C -0.010; N -0.179; C -0.009; C -0.016; N -0.275; C -0.018; C -0.030; H 0.128; H 0.082; H 0.074; H 0.110; H 0.082; H 0.103; H 0.093; H 0.124; H 0.127; H 0.072; H 0.125; H 0.125; H 0.067; H 0.120; H 0.120; H 0.089; H 0.124; H 0.122; H 0.070; H 0.110; H 0.108; H 0.078; H 0.103; H 0.103; C -0.210; P 1.000; C -0.215; C -0.237; H 0.101; H 0.079; H 0.055; H 0.082; H 0.081; H 0.045; H 0.076; H 0.069; H -0.010


[2]
Below is a 2-piece molecular cluster, BrH2P overall, with properties calculated with the ωB97M-V functional and the def2-TZVPD basis.

Structure (ORCA input):
```
! wB97M-V def2-TZVPD RIJCOSX def2/J DEFGRID3
* xyz 0 3
P -0.14 0.54 0.60
Br 0.15 -1.40 1.70
H 1.03 0.78 -0.19
H -1.05 0.08 -2.11
*
```

Calculated values
ΔE to the lowest compared entry with this formula, charge and spin   0.0 kcal per mole

Here is what Löwdin gives for the atomic charges, in e: P 0.198; Br 0.001; H -0.230; H 0.032


[3]
Below is a 3-piece molecular cluster, C4H8N2O overall, with properties calculated with the ωB97M-V functional and the def2-TZVPD basis.

Structure (ORCA input):
```
! wB97M-V def2-TZVPD RIJCOSX def2/J DEFGRID3
* xyz 0 1
N 1.77 -1.18 -1.08
C 1.79 -0.10 -0.34
O 2.49 0.91 -0.22
C 0.64 -0.03 0.69
N -0.39 0.75 0.47
C -1.77 0.75 0.85
C -1.34 0.83 -0.59
H 2.54 -1.24 -1.74
H 0.58 -1.85 -0.34
H 0.01 -1.73 0.30
H 0.83 -0.26 1.74
H -2.17 -0.20 1.21
H -2.15 1.64 1.35
H -1.43 -0.07 -1.20
H -1.39 1.78 -1.12
*
```

Calculated values
ΔE to the lowest compared entry with this formula, charge and spin   129.6 kcal per mole

Here is what Löwdin gives for the atomic charges, in e: N 0.027; C -0.663; O -0.012; C -0.023; N -0.077; C -0.056; C -0.052; H 0.065; H 0.090; H 0.083; H 0.144; H 0.118; H 0.116; H 0.120; H 0.121